No. 1
Molecular formula: C2H5N2O2
Method: DFT, ωB97M-V with the def2-TZVPD basis set

```
11
Properties=species:S:1:pos:R:3:forces:R:3
C 0.288 -0.290 0.914 -0.0855 -1.0778 -1.0832
C 0.624 0.422 -0.850 2.4358 -0.8959 -0.0951
N 0.244 -0.374 2.180 0.0766 0.8000 3.1928
N -0.429 0.274 -1.852 -2.0342 -0.7401 0.5662
O 0.589 -1.099 -0.013 0.3915 0.5107 -1.1124
O -0.005 0.824 0.362 -1.1100 2.4966 -0.7438
H 0.809 -0.959 2.756 0.1544 -1.0009 -0.0750
H 0.105 0.540 2.605 -0.1914 -0.2673 0.1301
H -1.279 -0.013 -1.377 -0.8304 -0.3151 0.2611
H -0.245 -0.519 -2.488 0.4234 0.9401 -0.4073
H -0.700 1.193 -2.238 0.7699 -0.4503 -0.6333
```
Positions in Å, forces in eV/Å.

Its largest force on an atom is 0.064 Eh/bohr. For the calculated total energy, the calculation gives -9220.1894 eV. As for the charge: +1. For the energy relative to the best compared isomer or geometry (same formula, charge and spin), the calculation gives 44.9 kcal/mol. The orbital gap is 10.391 eV.

No. 2
Molecular formula: C38H105N9O11
Method: DFT, ωB97M-V with the def2-TZVPD basis set

```
163
Properties=species:S:1:pos:R:3:forces:R:3
C -0.392 -14.773 -14.577 -1.4608 0.1070 0.2142
C -0.538 -15.109 -13.109 -2.0178 -0.9449 0.1680
C -2.069 -15.023 -12.651 1.0443 -0.1140 -0.3690
O -2.253 -15.587 -11.356 -1.6097 -0.0554 0.8858
C -3.683 -15.535 -10.932 0.9939 0.5075 -0.7271
N -0.113 -16.513 -12.952 -0.1389 1.1020 0.0516
H -1.042 -15.456 -15.124 0.3006 -0.4085 -0.0881
H 0.632 -14.883 -14.935 -0.1301 0.4414 -0.0176
H -0.906 -13.827 -14.748 0.8101 0.5810 -0.3019
H 0.045 -14.433 -12.483 -0.0124 0.1878 0.1537
H -2.716 -15.572 -13.335 0.1577 -0.1437 -0.4358
H -2.372 -13.977 -12.696 -0.0977 0.2668 0.2380
H -3.906 -15.888 -9.925 1.0652 -0.0402 0.1400
H -4.358 -16.127 -11.550 0.3635 -0.0881 -0.5884
H -4.004 -14.494 -10.983 -0.0540 0.0937 -0.0356
H 0.886 -16.385 -12.878 0.3206 -0.9486 0.3560
H -0.516 -16.780 -12.065 0.4732 -0.5119 0.3769
C 4.809 -6.598 -20.830 -0.4241 -0.4909 -0.1280
C 5.040 -5.634 -19.673 0.2197 1.1221 -0.5697
C 5.068 -6.347 -18.337 1.6209 -1.9670 -0.5648
O 4.121 -7.396 -18.262 0.1481 0.2149 1.4449
C 2.950 -6.997 -17.615 -1.3649 -0.6260 -1.1209
N 6.281 -4.852 -19.849 -0.1185 -0.0182 0.4321
H 5.637 -7.303 -20.898 0.0579 -0.1669 0.1779
H 4.731 -6.157 -21.824 0.1538 0.6108 0.1727
H 3.887 -7.169 -20.723 0.0559 -0.1148 0.2282
H 4.270 -4.863 -19.632 -0.3695 -0.0813 -0.1943
H 5.190 -5.752 -17.432 -0.6631 0.4191 -0.1314
H 5.955 -6.981 -18.333 0.8080 0.4087 -0.1843
H 3.009 -6.474 -16.660 0.6075 0.3667 -0.1404
H 2.349 -7.883 -17.410 0.0824 -0.1832 -0.0775
H 2.427 -6.454 -18.402 -0.7465 0.6941 0.6001
H 7.088 -5.449 -19.959 0.0761 -0.3111 0.1000
H 6.233 -4.314 -20.703 -0.1468 0.1234 -0.0420
C -5.226 0.157 -13.426 -0.9251 -0.8972 -1.1218
C -5.524 -1.396 -13.577 1.2991 2.5027 -1.9371
C -5.231 -1.815 -15.095 -1.7369 0.4743 -0.3920
O -5.986 -1.031 -16.100 -0.9857 -0.2778 3.3232
C -5.898 -1.603 -17.368 1.4034 0.7633 0.4266
N -4.588 -2.046 -12.713 0.5839 -0.5241 0.2756
H -4.348 0.490 -13.978 0.3416 -0.4304 0.2702
H -5.162 0.466 -12.382 -0.0777 -0.0429 -0.0334
H -6.033 0.673 -13.947 -0.2270 0.2157 0.3530
H -6.522 -1.563 -13.170 -0.5284 -0.1358 -1.0204
H -5.494 -2.859 -15.267 -0.3324 -0.3210 0.2732
H -4.185 -1.786 -15.399 0.3906 0.5095 0.6502
H -6.057 -2.681 -17.334 -0.0240 -0.1024 -0.3200
H -4.863 -1.305 -17.532 0.3628 -0.9159 -1.6947
H -6.557 -1.082 -18.063 -0.0671 -0.1541 0.1617
H -4.779 -3.038 -12.700 0.0719 -0.3170 0.2466
H -4.859 -1.668 -11.816 0.5031 -0.3935 0.5619
C -6.075 -5.448 -23.891 -0.1123 -0.6746 -0.4326
C -5.031 -5.143 -22.840 -0.1174 -0.9902 0.2465
C -5.157 -6.235 -21.704 -0.2464 1.9360 -1.1976
O -4.212 -5.957 -20.669 -0.6313 -0.3729 -0.8175
C -4.277 -6.976 -19.688 0.3236 0.6436 0.1862
N -3.684 -5.130 -23.433 -1.2047 0.5874 0.7099
H -5.908 -4.946 -24.843 -0.0308 0.4730 0.2626
H -7.105 -5.323 -23.556 0.0593 0.2996 0.0339
H -5.996 -6.502 -24.159 0.0240 -0.3247 0.0091
H -5.250 -4.178 -22.382 0.2338 0.1164 0.0636
H -5.110 -7.237 -22.129 0.7302 -0.2591 -0.0008
H -6.214 -6.130 -21.460 -0.1763 -0.0330 1.1822
H -4.072 -7.931 -20.171 -0.5251 -0.3159 0.2587
H -5.230 -6.846 -19.175 -0.2474 -0.8104 -0.0016
H -3.510 -6.829 -18.928 0.1792 0.2692 -0.2054
H -3.616 -6.012 -23.921 0.5647 -0.2578 0.0307
H -3.163 -5.150 -22.568 1.1691 -0.2903 -0.3132
C -9.530 -8.376 -7.909 0.4020 0.0384 -0.1802
C -10.558 -8.737 -8.984 0.0111 2.0890 1.6076
C -10.006 -8.604 -10.432 -0.3234 -1.5986 0.8842
O -9.286 -7.435 -10.655 0.0502 0.2389 0.6215
C -9.992 -6.218 -10.514 0.5001 0.7299 -1.7307
N -11.203 -9.961 -8.585 -0.1468 -1.4828 -1.3388
H -9.170 -7.348 -7.942 0.2186 -0.0449 -0.7064
H -8.698 -9.077 -7.979 0.1455 0.0706 0.4300
H -9.996 -8.363 -6.924 -0.0789 -0.7055 0.0876
H -11.289 -7.949 -8.800 -0.3294 0.6007 -0.7892
H -10.799 -8.789 -11.157 -0.5291 0.5540 -0.1658
H -9.330 -9.426 -10.668 0.3380 -0.0619 0.3976
H -9.682 -5.660 -11.397 -0.4030 0.1265 -0.4696
H -9.634 -5.508 -9.768 -0.1888 -0.7636 0.9983
H -11.075 -6.328 -10.563 0.0372 -0.0278 0.3638
H -12.015 -10.102 -9.168 -0.0965 -0.2778 -0.2088
H -11.567 -9.999 -7.644 0.4270 0.5112 0.1767
C 0.674 -7.017 -5.010 -0.9388 -0.5465 0.4148
C -0.685 -7.057 -5.743 -0.0967 0.3389 -0.7667
C -1.404 -5.689 -5.853 -0.0979 -0.8089 -0.1840
O -2.755 -5.947 -6.306 0.8348 0.3413 0.7220
C -3.451 -4.719 -6.482 0.5073 -0.5841 0.3011
N -0.548 -7.580 -7.112 0.1650 -0.0214 0.2405
H 0.459 -7.265 -3.970 0.1556 0.6570 0.3097
H 1.200 -6.068 -5.111 -0.0868 0.0069 0.0872
H 1.348 -7.831 -5.274 -0.1657 0.0672 -0.6413
H -1.412 -7.738 -5.299 0.2696 0.0000 0.6229
H -0.907 -5.093 -6.618 0.2508 0.1367 -0.2526
H -1.334 -5.091 -4.944 -0.5285 -0.0875 0.4064
H -2.862 -4.107 -7.165 -0.3709 0.2925 -0.3163
H -3.506 -4.202 -5.524 -0.1896 0.1883 0.0961
H -4.454 -4.956 -6.836 0.1661 0.1699 -0.1467
H -0.080 -6.840 -7.615 0.3686 -0.0291 -0.5495
H -1.494 -7.554 -7.465 -0.2174 -0.2035 -0.4124
C 0.997 -1.744 -10.589 1.0011 -1.5016 0.5617
C 1.032 -2.700 -11.778 -0.8151 0.5083 -1.2993
C 0.556 -4.142 -11.564 0.6292 -0.8176 1.9991
O 1.341 -4.930 -10.594 -0.5464 1.0446 -0.0669
C 2.716 -5.107 -10.853 0.1977 -0.0353 0.1055
N 0.151 -2.063 -12.826 1.0590 -1.1637 0.4416
H 0.053 -1.810 -10.049 -0.0328 0.0441 0.0185
H 1.259 -0.702 -10.775 -0.1998 -0.2094 -0.5750
H 1.800 -2.147 -9.971 -0.1688 0.2491 0.7782
H 2.051 -2.873 -12.124 0.1074 0.9639 -0.4328
H 0.544 -4.811 -12.424 -0.0917 0.7180 -0.7565
H -0.447 -4.101 -11.138 -0.1029 -0.2676 0.0739
H 3.173 -5.435 -9.919 -0.0962 -0.0862 0.0123
H 3.266 -4.217 -11.158 -0.2142 0.3326 0.0172
H 2.929 -5.864 -11.608 -0.2475 -0.2286 -0.2155
H -0.755 -2.028 -12.380 -0.4464 0.3627 0.0856
H 0.023 -2.796 -13.508 -0.1075 0.0673 -0.7353
C -8.985 -7.953 -15.961 -0.2678 -0.9562 -0.9289
C -9.221 -8.792 -17.316 -0.1166 0.9966 0.4431
C -9.343 -10.334 -17.270 -0.2207 0.5238 1.0810
O -8.141 -11.013 -16.983 0.6815 0.1044 -1.0709
C -7.836 -11.110 -15.640 -0.4244 0.3526 2.1038
N -10.463 -8.274 -17.920 -0.2010 -0.5377 0.4472
H -9.074 -6.889 -16.180 0.3126 0.0422 -0.2910
H -8.039 -8.145 -15.455 0.1161 0.0595 -0.3864
H -9.752 -8.104 -15.201 -0.2816 -0.5075 -0.2220
H -8.457 -8.551 -18.055 0.8569 -0.1075 0.4927
H -9.747 -10.740 -18.198 0.3601 0.2672 -0.3190
H -10.110 -10.584 -16.537 -0.1250 -0.0655 0.3793
H -8.553 -11.755 -15.132 -0.1139 -0.3300 0.0944
H -7.875 -10.175 -15.082 -0.3986 0.4800 -0.2788
H -6.839 -11.427 -15.332 0.2176 -0.5714 -1.1787
H -10.390 -7.271 -18.014 -0.0579 0.0966 -0.0870
H -10.500 -8.671 -18.848 -0.3210 0.1660 -0.2647
C -4.270 -9.311 -11.167 2.2874 -0.8186 -0.2955
C -3.518 -8.033 -11.517 -0.2549 -0.2203 0.5815
C -3.218 -7.989 -13.037 -0.1363 -0.5520 0.5922
O -2.488 -9.129 -13.497 0.0720 0.8302 0.2373
C -1.211 -9.227 -12.902 0.0329 -0.3869 0.0300
N -4.336 -6.918 -11.090 -0.8240 0.6923 -0.6067
H -5.234 -9.347 -11.674 0.0024 -0.2198 0.2151
H -4.260 -9.556 -10.105 -0.6816 0.5683 0.1528
H -3.569 -10.063 -11.530 -0.6113 -0.7574 -0.5104
H -2.619 -7.922 -10.910 0.4347 -0.4466 -0.3519
H -2.718 -7.050 -13.273 0.2158 0.0773 -0.1158
H -4.150 -8.048 -13.600 -0.1697 0.2266 0.0948
H -0.647 -8.294 -12.899 -0.0541 0.2936 -0.2729
H -0.657 -9.978 -13.465 0.0076 0.0379 0.0913
H -1.284 -9.535 -11.859 0.0388 -0.2126 0.1289
H -4.382 -6.911 -10.081 0.3988 0.1382 0.2993
H -5.250 -7.289 -11.303 -0.7711 0.7752 -0.2444
C 0.031 -13.209 -7.534 1.0282 -0.3819 -0.3271
C 1.488 -12.938 -7.930 -0.2277 0.4970 -0.0323
O 1.573 -11.754 -8.746 -0.0093 -0.4129 0.0765
O -0.422 -12.213 -6.639 -0.3613 -0.3244 0.2179
H -0.057 -14.174 -7.035 0.1864 0.1094 0.4307
H -0.557 -13.367 -8.439 -0.3350 0.6540 -0.1700
H 1.968 -13.731 -8.504 -0.3726 -0.1240 -0.1081
H 2.083 -12.814 -7.026 0.0191 0.0691 0.1650
H 1.505 -10.975 -8.189 0.0579 0.0356 0.1045
H -0.382 -11.330 -7.014 -0.0223 -0.0371 -0.3786
```
Positions in Å, forces in eV/Å.

Its largest force on an atom is 0.068 Eh/bohr. For the calculated total energy, the calculation gives -77031.8599 eV. For the energy relative to the best compared isomer or geometry (same formula, charge and spin), the calculation gives 132.5 kcal/mol. The orbital gap is 9.338 eV. The SMILES is COC[C@H](C)N.COC[C@H](C)N.COC[C@H](C)N.COC[C@H](C)N.COC[C@H](C)N.COC[C@H](C)N.COC[C@H](C)N.COC[C@H](C)N.COC[C@H](C)N.OCCO.

No. 3
Molecular formula: C14H12F2N4O2S2
Method: DFT, ωB97M-V with the def2-TZVPD basis set

```
36
Properties=species:S:1:pos:R:3:forces:R:3
O -2.306 3.528 -3.098 -0.1710 0.2365 0.0686
C -1.367 2.779 -3.177 0.6904 0.3925 -0.2039
N -1.495 1.415 -3.109 -0.7053 -0.8529 -0.3008
C -0.651 0.621 -2.595 -0.0948 0.2461 0.2063
N 0.330 0.932 -1.698 -0.3751 0.0218 -0.5988
N 1.038 -0.089 -1.198 0.5261 -0.6474 0.1558
C 0.689 -1.212 -1.698 -0.3219 0.3951 -0.2964
S 1.430 -2.709 -1.234 0.2735 -0.4342 0.1421
C 2.705 -2.039 -0.117 -0.1358 0.0842 -0.4037
C 2.170 -1.090 0.952 0.0182 -0.3360 -0.0168
O 2.794 -0.111 1.282 0.2324 0.1991 0.1766
N 0.996 -1.501 1.495 -0.2395 -0.5299 0.0279
C 0.214 -0.847 2.446 -0.1922 0.1382 0.2093
C 0.575 0.344 3.069 0.0016 -0.0838 -0.0645
C -0.261 0.930 4.003 -0.3615 -0.0522 0.1745
C -1.463 0.324 4.318 0.2547 -0.0617 -0.2051
C -1.861 -0.860 3.720 0.0903 0.0694 -0.0010
C -1.012 -1.423 2.793 0.1840 0.2747 0.0710
F -1.369 -2.579 2.186 0.0771 0.0761 0.0135
H -2.799 -1.329 3.968 -0.0979 -0.0535 0.0181
F -2.272 0.892 5.229 -0.0315 -0.0094 0.0089
H 0.016 1.852 4.488 0.0114 0.0946 0.0631
H 1.516 0.802 2.815 0.0183 -0.0065 0.0010
H 0.587 -2.352 1.124 0.1276 0.2178 -0.0182
H 3.452 -1.511 -0.708 -0.0572 0.0271 0.1569
H 3.164 -2.910 0.353 -0.0129 -0.0032 -0.0302
S -0.628 -1.123 -2.874 0.3848 0.1265 0.3550
C 0.445 2.253 -1.121 0.1844 0.4942 0.1091
H -0.534 2.530 -0.707 0.0799 -0.0715 0.0159
C 0.883 3.305 -2.141 -0.0515 -0.1452 0.0741
H 0.754 4.281 -1.672 0.0408 0.0141 0.0176
H 1.942 3.180 -2.375 -0.0087 0.0376 0.0565
C 0.066 3.246 -3.446 -0.1708 0.1954 0.0609
H 0.529 2.547 -4.146 -0.0061 0.0344 0.0217
H 0.036 4.233 -3.908 -0.0145 -0.0790 -0.0268
H 1.168 2.172 -0.307 -0.1474 -0.0087 -0.0385
```
Positions in Å, forces in eV/Å.

Its largest force on an atom is 0.022 Eh/bohr. For the calculated total energy, the calculation gives -51873.5847 eV. For the energy relative to the best compared isomer or geometry (same formula, charge and spin), the calculation gives 0.0 kcal/mol. The orbital gap is 8.948 eV. The SMILES is O=C1CCCN2N=C(SCC(=O)Nc3ccc(F)cc3F)SC2=N1.